Record 1
Below is C17H23Cl3MgNSi2 as an isolated structure, with properties calculated with ωB97M-V with the def2-TZVPD basis set.

- HOMO energy: -4.51 eV
- Charge: -1
- Relative energy (zero: lowest compared OMol25 entry of this formula, charge and spin): 48.5 kJ/mol
- Frontier orbital gap: 7.19 eV

Structure (XYZ):
```
47
C17H23Cl3MgNSi2, DFT ωB97M-V with the def2-TZVPD basis set
Mg -1.216 0.691 0.200
C 0.824 1.215 -2.242
N 1.111 0.984 -0.832
C 2.078 -0.090 -0.686
C 1.588 2.206 -0.183
C 0.496 3.252 -0.103
C 0.805 4.596 -0.280
C -0.200 5.553 -0.231
C -1.511 5.146 -0.022
C -1.798 3.794 0.150
C -0.809 2.802 0.124
H 1.735 1.489 -2.800
H 0.099 2.021 -2.347
H 0.406 0.309 -2.682
H 3.055 0.181 -1.119
H 1.715 -0.986 -1.189
H 2.217 -0.333 0.368
H 2.476 2.604 -0.705
H 1.912 1.929 0.826
H 1.832 4.897 -0.472
H 0.036 6.601 -0.374
H -2.311 5.878 0.000
H -2.836 3.516 0.310
Cl -4.783 -1.044 -1.683
Si -3.641 0.743 -1.362
Cl -5.152 2.199 -1.765
Cl -3.730 0.777 0.908
C -0.757 -2.572 -1.609
Si -0.920 -1.898 0.165
C -2.402 -2.838 0.896
C 0.555 -2.677 1.105
C 0.702 -2.456 2.479
C 1.759 -2.988 3.203
C 2.719 -3.764 2.562
C 2.600 -4.000 1.201
C 1.531 -3.466 0.489
H -0.757 -3.666 -1.633
H 0.150 -2.222 -2.110
H -1.609 -2.224 -2.200
H -2.269 -3.921 0.803
H -3.322 -2.553 0.383
H -2.536 -2.602 1.955
H -0.029 -1.840 2.997
H 1.840 -2.797 4.266
H 3.551 -4.176 3.120
H 3.341 -4.605 0.691
H 1.459 -3.668 -0.574
```

Record 2
Below is a 2-piece molecular cluster, C2H3N5O4S2 overall, with properties calculated with ωB97M-V with the def2-TZVPD basis set.

- HOMO energy: -9.32 eV
- Relative energy (zero: lowest compared OMol25 entry of this formula, charge and spin): 0.0 kJ/mol
- Frontier orbital gap: 8.06 eV

Structure (XYZ):
```
16
C2H3N5O4S2, DFT ωB97M-V with the def2-TZVPD basis set
N -0.465 -2.211 -0.072
C -1.281 -1.594 0.857
S -2.674 -2.231 1.527
N -0.867 -0.264 1.300
C 0.226 0.527 1.206
O 0.213 1.755 1.227
S 1.781 -0.268 1.030
N 2.537 0.648 -0.464
O 3.543 1.191 -0.266
O 1.832 0.593 -1.409
H 0.370 -1.851 -0.385
H -0.719 -3.213 -0.258
H -1.770 0.268 1.372
N -1.405 1.225 -1.804
N -0.930 2.199 -1.897
O -0.391 3.226 -1.964
```

Record 3
Below is C34H23F6GeN2O4S3V as an isolated structure, with properties calculated with ωB97M-V with the def2-TZVPD basis set.

- Multiplicity: 2
- HOMO energy (alpha / beta): -4.90 / -4.73 eV
- Charge: -1
- Relative energy (zero: lowest compared OMol25 entry of this formula, charge and spin): 46.3 kJ/mol
- Frontier orbital gap (alpha / beta): 7.11 / 6.92 eV

Structure (XYZ):
```
74
C34H23F6GeN2O4S3V, DFT ωB97M-V with the def2-TZVPD basis set
V -1.025 -0.259 1.247
S -0.531 3.808 3.189
C -1.544 4.091 1.800
C -2.138 5.267 1.365
C -2.864 5.233 0.187
C -2.992 4.049 -0.545
C -2.409 2.875 -0.111
C -1.685 2.896 1.079
N -1.022 1.822 1.628
C -0.350 2.140 2.706
C 0.493 1.157 3.347
C 1.327 1.473 4.423
C 2.162 0.498 4.934
C 2.151 -0.773 4.365
C 1.307 -1.069 3.301
C 0.450 -0.121 2.742
H -2.029 6.188 1.923
H -3.331 6.139 -0.176
H -3.548 4.058 -1.473
H -2.475 1.949 -0.669
H 1.327 2.471 4.850
H 2.821 0.720 5.764
H 2.808 -1.540 4.762
H 1.318 -2.076 2.894
C -0.044 -0.210 -0.119
Ge 1.174 -0.150 -1.576
C 3.044 0.035 -0.979
C 3.984 0.847 -1.607
C 5.290 0.922 -1.137
C 5.671 0.182 -0.027
C 4.743 -0.632 0.610
C 3.442 -0.701 0.137
C 1.038 -1.820 -2.616
C 0.182 -2.826 -2.175
C 0.073 -4.022 -2.871
C 0.821 -4.225 -4.022
C 1.678 -3.229 -4.475
C 1.783 -2.037 -3.774
C 0.706 1.346 -2.782
C 1.092 2.656 -2.507
C 0.626 3.716 -3.272
C -0.244 3.483 -4.329
C -0.642 2.183 -4.611
C -0.170 1.128 -3.843
H 3.699 1.427 -2.479
H 6.008 1.561 -1.637
H 6.687 0.243 0.344
H 5.031 -1.204 1.484
H 2.713 -1.316 0.654
H -0.403 -2.659 -1.276
H -0.596 -4.796 -2.515
H 0.738 -5.158 -4.567
H 2.264 -3.385 -5.373
H 2.457 -1.265 -4.134
H 1.752 2.858 -1.668
H 0.935 4.728 -3.037
H -0.613 4.309 -4.924
H -1.326 1.991 -5.430
H -0.492 0.117 -4.070
F -2.785 -0.412 3.494
C -3.750 -0.644 2.601
F -4.023 0.508 1.985
F -4.842 -1.046 3.238
S -3.158 -1.891 1.334
O -1.812 -2.233 1.755
O -3.183 -1.118 0.122
N -4.161 -3.058 1.290
S -4.170 -4.181 2.410
O -3.718 -3.708 3.682
O -5.386 -4.918 2.304
C -2.831 -5.368 1.822
F -1.800 -5.360 2.662
F -2.391 -5.054 0.603
F -3.317 -6.612 1.773
```

Record 4
Below is one molecule with the formula C4H10N2S, with properties calculated with ωB97M-V with the def2-TZVPD basis set.

- HOMO energy: -8.45 eV
- Relative energy (zero: lowest compared OMol25 entry of this formula, charge and spin): 246.2 kJ/mol
- Frontier orbital gap: 9.20 eV

Structure (XYZ):
```
17
C4H10N2S, DFT ωB97M-V with the def2-TZVPD basis set
H -0.453 -2.484 1.391
N -0.797 -1.570 0.964
C -0.242 -1.012 0.016
N -0.954 0.013 -0.588
C -2.314 0.120 -0.308
S 1.325 -1.561 -0.413
C 1.813 0.077 -0.408
C 1.521 1.121 0.703
H -0.654 0.300 -1.463
H -2.893 -0.799 -0.810
H -2.760 0.099 0.832
H -2.550 1.128 -0.815
H 1.466 0.626 -1.369
H 2.919 -0.124 -0.523
H 0.413 1.241 0.912
H 2.107 1.995 0.176
H 2.055 0.831 1.703
```

Record 5
Below is C3H10N7O5ReS as an isolated structure, with properties calculated with ωB97M-V with the def2-TZVPD basis set.

- Multiplicity: 2
- HOMO energy (alpha / beta): -11.64 / -11.68 eV
- Charge: +1
- Relative energy (zero: lowest compared OMol25 entry of this formula, charge and spin): 27.5 kJ/mol
- Frontier orbital gap (alpha / beta): 8.62 / 7.84 eV

Structure (XYZ):
```
27
C3H10N7O5ReS, DFT ωB97M-V with the def2-TZVPD basis set
Re -0.184 0.052 -0.606
N 2.145 2.950 3.167
N 1.587 2.683 1.933
N 1.464 3.626 1.024
C 0.808 2.993 0.074
N 0.572 1.724 0.424
N 1.073 1.544 1.639
H 2.792 3.721 3.038
H 2.638 2.121 3.487
H 0.531 3.425 -0.872
O -1.417 -0.711 0.209
C 3.656 -0.961 -1.902
S 2.590 0.143 -1.072
O 1.657 0.817 -1.986
O 3.367 0.974 -0.210
O 1.631 -0.809 -0.311
H 4.331 -0.351 -2.501
H 3.059 -1.619 -2.527
H 4.208 -1.516 -1.149
N -3.380 1.173 -1.237
C -2.402 1.671 -1.997
N -2.684 2.557 -2.956
O -1.201 1.331 -1.818
H -4.346 1.398 -1.390
H -3.153 0.486 -0.533
H -3.631 2.769 -3.213
H -1.955 2.798 -3.603
```

Record 6
Below is a 2-piece molecular cluster, C6H13OS overall, with properties calculated with ωB97M-V with the def2-TZVPD basis set.

- Multiplicity: 3
- HOMO energy (alpha / beta): -9.08 / -13.96 eV
- Charge: +1
- Relative energy (zero: lowest compared OMol25 entry of this formula, charge and spin): 0.0 kJ/mol
- Frontier orbital gap (alpha / beta): 5.41 / 5.66 eV

Structure (XYZ):
```
21
C6H13OS, DFT ωB97M-V with the def2-TZVPD basis set
C 2.928 1.046 -1.164
C -2.618 -0.327 -0.913
C -1.733 -1.008 0.208
C -2.970 0.944 -0.225
C -1.344 0.191 1.058
C 2.650 -0.719 1.013
O -2.200 1.179 0.747
S 1.797 -0.316 -0.598
H 2.383 1.940 -0.715
H 3.899 0.826 -0.683
H -2.009 -0.120 -1.729
H -3.548 -0.900 -1.098
H -2.420 -1.782 0.673
H -0.904 -1.541 -0.305
H 2.952 0.998 -2.322
H -3.654 1.724 -0.497
H -1.186 0.142 2.180
H -0.264 0.416 0.670
H 2.072 -0.302 1.847
H 3.664 -0.522 0.955
H 2.505 -1.868 0.901
```